Formula: C4H11NS
Source: the Open Molecules 2025 dataset
Level of theory: ωB97M-V/def2-TZVPD

```
17
Properties=species:S:1:pos:R:3:forces:R:3:mulliken_charge:R:1
C 0.9600 -0.7979 -1.3352 -0.980 -0.110 0.956 -0.265
C 0.2485 -0.1019 -0.1269 0.089 0.128 -1.101 -0.853
C -1.2710 -0.1363 -0.2945 0.613 -0.592 0.442 -1.163
S -2.2829 0.3812 1.1260 0.030 0.439 -0.162 0.064
C -1.1356 0.7360 2.5073 0.505 0.420 -0.030 -2.003
N 1.9004 -0.0015 -2.0445 0.424 -0.068 -0.948 -0.612
H 0.1942 -1.2070 -2.0012 -0.109 0.191 -0.214 0.246
H 1.4199 -1.6935 -0.9258 0.523 -0.020 -0.164 0.387
H 0.5424 0.9334 -0.1701 0.280 0.474 0.336 -0.006
H 0.6198 -0.5234 0.7988 -0.231 -0.095 0.220 0.565
H -1.5374 -1.1789 -0.4354 -0.189 -0.201 -0.364 0.358
H -1.4850 0.4225 -1.2167 -0.312 0.002 0.367 0.373
H -1.4176 0.0692 3.3004 -0.171 -0.244 0.507 0.148
H -0.0648 0.5579 2.3269 -0.343 0.039 -0.246 0.840
H -1.2273 1.7768 2.8574 -0.147 -0.281 -0.240 0.394
H 2.8786 -0.1215 -1.9246 0.364 -0.130 0.392 0.293
H 1.6579 0.8847 -2.4417 -0.345 0.049 0.248 0.234
```
Positions in Å, forces in eV/Å.

**Maximum force**: 1.37 eV Å⁻¹
**Molecular weight**: 105.21 g mol⁻¹
**Net charge**: -1
**LUMO (alpha / beta)**: 3.58 / 3.60 eV
**Kohn-Sham gap (alpha / beta)**: 2.27 / 8.26 eV
**Spin multiplicity**: 2
**E_HOMO (alpha / beta)**: 1.3 / -4.7 eV
**Relative energy (zero: lowest compared OMol25 entry of this formula, charge and spin)**: 1.857 eV
**⟨S²⟩**: 0.750



Formula: CH6N2
Source: the Open Molecules 2025 dataset
Level of theory: ωB97M-V/def2-TZVPD

```
9
Properties=species:S:1:pos:R:3:forces:R:3:mulliken_charge:R:1
N 1.2279 -1.3732 1.2874 1.775 -0.888 -1.099 -0.654
H 2.2325 -1.2253 1.1807 -0.002 -0.434 -0.252 0.216
H 1.1330 -1.2484 2.2551 -0.822 0.425 1.537 0.211
H 0.8582 -0.6102 0.7725 -1.010 0.900 -0.190 0.242
C -1.3262 0.5921 -1.3445 1.084 3.805 -0.233 -0.260
N -0.5098 0.9877 -0.4511 -0.026 0.651 0.313 -0.430
H -1.7756 -0.2601 -1.0125 -1.377 -2.859 -0.318 0.272
H -1.6991 1.1807 -2.2588 0.595 -0.861 1.283 0.214
H -0.1409 1.9566 -0.4288 -0.217 -0.740 -1.042 0.189
```
Positions in Å, forces in eV/Å.

**Maximum force**: 3.96 eV Å⁻¹
**Molecular weight**: 46.07 g mol⁻¹
**LUMO**: 1.20 eV
**SMILES string**: C=N.N
**Kohn-Sham gap**: 10.96 eV
**Spin multiplicity**: 1
**E_HOMO**: -9.8 eV
**Relative energy (zero: lowest compared OMol25 entry of this formula, charge and spin)**: 1.125 eV



Formula: C9H16NO
Source: the Open Molecules 2025 dataset
Level of theory: ωB97M-V/def2-TZVPD

```
27
Properties=species:S:1:pos:R:3:forces:R:3:mulliken_charge:R:1
C 2.2841 -0.6387 1.3972 0.104 1.194 -1.115 -0.813
C 2.4245 -0.6521 -0.1386 -1.349 0.964 1.681 -0.552
N 1.1859 -1.4682 1.9622 0.439 -0.946 1.427 -0.166
H 3.2514 -0.8831 1.8071 0.001 -0.752 0.553 0.331
H 2.1039 0.3851 1.7323 -0.272 0.014 -0.037 0.369
H 1.5258 -0.2208 -0.5844 -0.141 -0.215 0.017 -0.172
H 2.5346 -1.6791 -0.4754 0.827 0.248 -0.478 0.352
H 1.1144 -2.3972 1.4851 -0.218 0.849 0.413 0.376
H 1.4339 -1.6188 2.9864 -0.754 -0.043 -1.539 0.418
H 0.2488 -1.0167 1.9239 0.256 -0.178 -0.403 0.186
H 3.1616 0.1539 -0.2409 0.546 -0.981 -0.834 0.392
C -0.5152 2.5598 -2.0313 0.898 -0.322 -0.366 -1.500
C -1.9917 -0.7927 0.1609 -0.009 1.145 1.651 -0.161
C -2.2942 0.4966 0.5755 -0.328 0.116 -0.263 -0.171
C -1.2080 -0.9911 -0.9721 0.870 -1.243 -1.120 -0.532
C -1.8535 1.5995 -0.1454 -0.967 -0.342 1.119 -1.109
C -0.6466 0.1047 -1.6038 0.518 0.931 1.008 -0.810
C -0.9029 1.3959 -1.1420 0.431 0.136 -2.335 1.218
O -1.9350 -1.8015 1.1513 -0.697 -1.028 0.448 -0.514
H -2.9552 0.6759 1.4119 0.038 -0.220 0.369 0.397
H -2.7341 -2.3449 1.0984 0.354 0.149 0.052 0.281
H -1.0042 -2.0101 -1.2758 0.087 -0.026 -0.194 0.412
H -2.2173 2.5719 0.1392 0.078 0.311 -0.103 0.271
H 0.1876 0.0026 -2.2856 -0.322 -0.214 -0.693 0.443
H -1.2859 3.3182 -2.0874 -0.107 0.362 0.411 0.421
H -0.3713 2.2712 -3.0779 -0.100 -0.384 0.058 0.337
H 0.4585 2.9799 -1.7709 -0.181 0.474 0.272 0.296
```
Positions in Å, forces in eV/Å.

**Maximum force**: 2.38 eV Å⁻¹
**Molecular weight**: 154.23 g mol⁻¹
**LUMO (alpha / beta)**: -0.32 / -0.45 eV
**Kohn-Sham gap (alpha / beta)**: 1.93 / 6.52 eV
**Spin multiplicity**: 2
**E_HOMO (alpha / beta)**: -2.2 / -7.0 eV
**Relative energy (zero: lowest compared OMol25 entry of this formula, charge and spin)**: 1.616 eV
**⟨S²⟩**: 0.759



Formula: C50H47BBrCaClF4NO6P2S2
Source: the Open Molecules 2025 dataset
Level of theory: ωB97M-V/def2-TZVPD

```
116
Properties=species:S:1:pos:R:3:forces:R:3:mulliken_charge:R:1
Ca 0.1516 -0.6698 0.7295 -0.057 0.215 0.168 1.818
Br -2.6861 -1.4019 3.7521 -0.002 0.021 0.008 -0.093
C -1.0992 -0.5771 4.4001 -0.006 -0.002 -0.049 -0.287
C -1.0541 -0.2666 5.7522 0.002 -0.007 0.002 -0.825
C 0.1193 0.2791 6.2416 -0.018 0.000 0.008 -0.608
C 1.1808 0.4783 5.3761 0.037 -0.015 -0.029 -0.964
C 1.0205 0.1539 4.0377 -0.003 -0.137 0.036 0.704
N -0.1185 -0.3579 3.5513 0.087 -0.060 -0.026 1.048
C 2.1800 0.3923 3.0577 -0.121 0.353 0.059 -0.328
O 3.2523 0.7364 3.5486 0.038 -0.064 -0.032 -0.845
O 1.8784 0.2814 1.8324 0.115 -0.039 -0.008 -0.443
H -1.9136 -0.4513 6.3790 0.006 0.002 0.012 0.515
H 0.2024 0.5394 7.2899 -0.006 -0.004 0.002 0.442
H 2.1345 0.8761 5.6908 -0.005 0.005 0.001 0.562
O -0.4525 -2.7210 1.7289 -0.029 0.149 -0.004 -0.468
S 0.3615 -3.9755 1.5399 -0.030 -0.086 -0.098 0.510
C -0.9220 -5.2731 1.5234 0.055 0.013 0.033 -1.213
C -2.0934 -4.7569 0.6935 0.007 -0.022 -0.010 -0.587
C -1.7150 -4.3253 -0.7265 -0.016 -0.016 -0.012 0.803
C -2.7964 -3.4701 -1.3752 -0.039 0.027 0.046 -1.333
S -2.8407 -1.8287 -0.5782 -0.072 -0.259 -0.027 0.656
O -1.4853 -1.2506 -0.8618 0.047 -0.010 -0.187 0.369
C -3.9298 -1.0502 -1.7593 -0.044 0.017 0.023 0.270
C -5.2765 -1.3807 -1.7959 -0.002 0.006 0.012 -0.817
C -6.1029 -0.7352 -2.7010 0.008 -0.006 -0.003 -0.743
C -5.5845 0.2414 -3.5441 0.002 0.001 -0.003 -0.655
C -4.2407 0.5767 -3.4783 -0.014 0.001 -0.001 -0.492
C -3.4053 -0.0680 -2.5772 0.035 -0.026 0.023 -0.099
C 1.1225 -4.2469 3.1253 0.047 -0.052 -0.076 0.454
C 0.4168 -4.0059 4.2978 -0.023 0.021 -0.008 -0.268
C 1.0823 -4.0988 5.5070 -0.001 -0.008 0.002 -0.797
C 2.4360 -4.4240 5.5316 0.015 -0.008 -0.001 -0.438
C 3.1317 -4.6405 4.3525 -0.017 0.003 0.015 -0.746
C 2.4773 -4.5388 3.1300 -0.005 -0.009 0.004 -0.580
H -1.2309 -5.5095 2.5418 -0.001 0.038 0.005 0.483
H -0.4532 -6.1527 1.0762 0.018 -0.008 0.023 0.430
H -2.5303 -3.9111 1.2286 0.017 -0.008 0.015 0.065
H -2.8566 -5.5402 0.6535 -0.016 0.021 -0.010 0.605
H -1.5346 -5.1982 -1.3594 0.001 -0.017 0.026 0.581
H -0.7824 -3.7535 -0.7363 0.001 0.011 -0.034 -0.712
H -3.7931 -3.8981 -1.2307 -0.014 0.007 -0.042 0.591
H -2.6237 -3.3219 -2.4416 0.059 0.060 0.016 0.466
H -5.6821 -2.1140 -1.1089 0.000 0.001 0.003 0.444
H -7.1564 -0.9810 -2.7381 0.000 0.001 0.003 0.385
H -6.2369 0.7520 -4.2411 0.001 0.002 0.001 0.395
H -3.8377 1.3518 -4.1184 0.000 0.000 -0.002 0.512
H -2.3569 0.1826 -2.4880 -0.023 0.018 -0.006 0.033
H -0.6244 -3.7064 4.2480 -0.001 0.002 0.014 0.357
H 0.5550 -3.8990 6.4312 -0.007 0.000 -0.003 0.413
H 2.9546 -4.4819 6.4805 0.002 0.000 -0.001 0.376
H 4.1921 -4.8544 4.3780 0.001 -0.001 -0.001 0.394
H 3.0054 -4.6206 2.1866 0.000 0.005 0.011 0.429
C 1.7011 3.1336 0.1064 -0.036 0.077 0.029 -1.411
C 2.4238 2.7625 -1.1874 0.103 -0.005 -0.034 -1.627
P 2.1750 0.9595 -1.5716 -0.248 -0.024 0.098 1.435
C 3.8438 0.4748 -2.1448 0.015 -0.119 -0.027 0.344
C 4.8318 0.3615 -1.1628 -0.031 -0.014 0.037 -0.546
C 6.1026 -0.0829 -1.4876 0.018 -0.001 -0.007 -0.684
C 6.4034 -0.4417 -2.7959 0.002 -0.004 0.011 -0.549
C 5.4241 -0.3545 -3.7729 -0.009 0.003 -0.014 -0.718
C 4.1509 0.0997 -3.4503 0.033 0.058 0.004 -0.439
C 1.2222 0.9682 -3.1386 0.036 0.023 -0.044 0.622
C 1.3408 1.9365 -4.1357 -0.023 -0.008 0.016 -0.348
C 0.5649 1.8712 -5.2818 -0.004 0.010 -0.009 -1.000
C -0.3375 0.8277 -5.4527 0.001 0.008 0.000 -0.737
C -0.4537 -0.1497 -4.4761 0.036 -0.002 -0.002 -0.420
C 0.3210 -0.0795 -3.3237 -0.010 -0.020 0.008 -0.287
P -0.1085 2.7424 0.0081 0.301 -0.089 0.032 1.770
C -0.6681 3.5767 1.5331 -0.054 0.012 0.004 0.188
C -1.7722 4.4237 1.5585 0.007 -0.001 0.001 -0.622
C -2.2114 4.9702 2.7549 0.006 -0.001 -0.005 -0.621
C -1.5645 4.6661 3.9430 -0.009 0.010 0.001 -0.650
C -0.4724 3.8102 3.9296 0.005 -0.006 0.005 -0.549
C -0.0273 3.2703 2.7334 -0.002 -0.004 0.015 -0.541
C -0.6133 3.9120 -1.3113 -0.064 -0.021 0.005 -0.158
C -0.2506 5.2591 -1.3127 0.010 -0.006 -0.001 -0.245
C -0.6032 6.0854 -2.3675 -0.003 -0.007 0.000 -0.737
C -1.3300 5.5739 -3.4376 0.009 0.012 0.004 -0.648
C -1.7034 4.2397 -3.4427 -0.003 -0.017 0.002 -0.266
C -1.3466 3.4147 -2.3830 0.004 0.005 -0.005 -0.255
H 1.8724 4.1817 0.3673 -0.015 0.000 -0.027 0.789
H 2.0935 2.5148 0.9173 0.001 0.013 0.002 0.489
H 3.4960 2.9368 -1.0748 0.000 -0.038 -0.002 0.771
H 2.0839 3.3864 -2.0164 -0.018 0.015 0.007 0.392
H 4.5894 0.5916 -0.1299 -0.012 0.003 0.007 0.421
H 6.8536 -0.1710 -0.7126 -0.004 -0.001 0.003 0.429
H 7.3934 -0.8014 -3.0472 0.000 -0.002 -0.001 0.360
H 5.6464 -0.6441 -4.7929 0.002 -0.001 -0.001 0.399
H 3.3934 0.1611 -4.2222 0.009 -0.016 0.003 0.352
H 2.0410 2.7545 -4.0155 -0.001 0.004 -0.013 0.518
H 0.6587 2.6380 -6.0413 0.001 0.001 0.003 0.376
H -0.9472 0.7784 -6.3469 -0.002 0.001 -0.002 0.371
H -1.1559 -0.9652 -4.6001 0.003 -0.001 -0.004 0.404
H 0.2152 -0.8390 -2.5551 0.018 0.011 -0.032 -0.030
H -2.3096 4.6330 0.6428 -0.001 0.003 0.006 0.371
H -3.0799 5.6172 2.7593 -0.001 0.001 0.000 0.361
H -1.9188 5.0826 4.8780 -0.001 -0.001 0.002 0.361
H 0.0330 3.5505 4.8522 0.001 0.001 -0.001 0.448
H 0.8192 2.5948 2.7394 -0.002 0.022 -0.008 0.304
H 0.3064 5.6630 -0.4748 -0.004 0.007 -0.003 0.358
H -0.3148 7.1295 -2.3572 0.000 0.001 0.001 0.389
H -1.6052 6.2196 -4.2628 -0.001 -0.002 -0.001 0.374
H -2.2687 3.8350 -4.2736 0.000 0.003 0.000 0.412
H -1.6376 2.3713 -2.3799 -0.012 -0.001 0.005 0.130
Cl 1.7328 -4.4350 -2.8014 -0.029 -0.016 -0.023 -0.283
C 2.8022 -3.1263 -2.1707 -0.062 -0.016 0.021 0.538
C 2.4564 -2.8729 -0.6944 0.117 0.070 -0.058 -0.006
O 3.1584 -3.4188 0.1593 -0.030 0.004 0.022 -0.704
O 1.4527 -2.1209 -0.5181 -0.164 -0.009 0.094 -0.846
H 2.6000 -2.2508 -2.7811 0.029 0.002 0.009 -0.449
H 3.8242 -3.4704 -2.2879 0.001 -0.004 0.014 0.430
F -1.9155 0.4933 1.3463 0.016 -0.063 -0.045 0.230
B -3.1751 1.1895 1.1827 -0.010 0.069 0.011 0.341
F -4.1777 0.2402 0.9358 0.021 -0.050 -0.014 -0.299
F -3.4451 1.8961 2.3427 0.023 0.006 -0.007 -0.414
F -3.0529 2.0407 0.0703 0.005 -0.025 0.014 -0.155
```
Positions in Å, forces in eV/Å.

**Maximum force**: 0.38 eV Å⁻¹
**Molecular weight**: 1126.25 g mol⁻¹
**Net charge**: -1
**LUMO**: 2.11 eV
**Kohn-Sham gap**: 7.57 eV
**Spin multiplicity**: 1
**E_HOMO**: -5.5 eV
**Relative energy (zero: lowest compared OMol25 entry of this formula, charge and spin)**: 0.000 eV



Formula: C21H20AsFN3O3PtS3
Source: the Open Molecules 2025 dataset
Level of theory: ωB97M-V/def2-TZVPD

```
53
Properties=species:S:1:pos:R:3:forces:R:3:mulliken_charge:R:1
Pt -1.0862 0.9466 1.6603 1.395 1.314 0.685 1.273
C 1.5167 -2.5726 -4.6410 0.100 0.240 0.052 -1.384
C 2.1952 -1.3738 -3.9735 0.188 -0.190 -0.633 -0.201
C 3.7203 -1.4673 -3.9620 -0.048 -0.035 0.055 -1.073
C 4.1997 -2.5974 -3.0592 -0.044 0.086 -0.121 -1.039
C 3.5861 -2.4462 -1.6971 0.206 -0.205 0.066 1.151
C 4.2046 -2.9965 -0.5924 -0.238 0.131 -0.059 -0.756
C 3.6290 -2.8699 0.6639 -0.277 0.121 0.082 0.118
F 4.2563 -3.4477 1.7156 -0.032 0.077 -0.067 -0.369
C 2.4497 -2.1957 0.8526 0.333 -0.193 -0.077 -0.902
C 1.8020 -1.6418 -0.2567 0.117 -0.211 -0.103 0.412
C 0.5059 -0.9868 -0.0444 0.011 -0.023 -0.648 1.265
O 0.0872 -0.8489 1.1167 -0.010 -0.034 -0.146 -1.136
C -0.1814 -0.6074 -1.2501 -0.393 0.286 0.414 0.124
C 0.4504 -0.7268 -2.4428 0.259 -0.085 0.125 -0.313
N 1.6937 -1.2358 -2.6166 -0.368 0.342 0.069 0.124
C 2.3636 -1.7686 -1.5425 0.078 -0.084 0.739 -0.616
C -1.6285 -0.0852 -1.3187 -0.151 0.177 0.199 -0.072
O -2.2013 -0.2330 -2.3934 -0.002 -0.250 -0.898 -0.772
O -2.1327 0.4559 -0.3016 0.018 -0.256 -0.104 -0.806
H 1.8750 -2.6950 -5.6595 0.062 -0.049 -0.140 0.409
H 0.4424 -2.4082 -4.6717 -0.105 -0.054 -0.012 0.422
H 1.7027 -3.4863 -4.0819 0.028 -0.106 0.037 0.362
H 1.9097 -0.4668 -4.5228 0.040 -0.131 0.193 0.455
H 4.1268 -0.5274 -3.5820 -0.005 0.049 -0.074 0.373
H 4.0827 -1.6092 -4.9810 -0.046 0.062 -0.014 0.425
H 5.2897 -2.5774 -2.9783 -0.081 -0.042 -0.009 0.448
H 3.9260 -3.5693 -3.4825 0.033 0.031 -0.026 0.334
H 5.1273 -3.5437 -0.7056 0.155 -0.037 0.016 0.511
H 1.9945 -2.0970 1.8261 -0.011 0.024 0.063 0.595
H -0.0709 -0.4065 -3.3340 -0.056 -0.011 -0.049 0.534
S -1.3012 3.0056 2.8266 0.304 -0.680 -0.724 -0.468
C -0.2138 3.7879 1.7173 -0.237 0.143 0.529 0.693
S 0.4934 2.7162 0.5911 -1.224 -1.434 0.830 -0.387
C 0.0363 5.1450 1.8022 -0.119 -0.710 -0.151 0.064
C 0.9599 5.8104 0.9906 0.573 0.167 -0.550 -0.028
N 1.7142 6.4095 0.3604 0.242 0.105 -0.242 -0.572
C -0.6488 5.9823 2.6888 -0.517 0.311 0.590 0.083
N -1.2024 6.7121 3.3867 -0.145 0.125 0.229 -0.571
C -4.2787 1.8390 1.6869 0.064 -0.137 -0.063 -0.797
As -3.8022 0.5347 3.0605 -1.264 0.215 0.618 0.694
C -5.5820 -0.1662 3.5533 0.255 0.021 -0.068 -1.294
C -3.2299 1.4224 4.7112 0.087 -0.104 -0.224 -1.150
S -2.6295 -1.1414 2.6424 0.882 1.038 -0.384 -0.451
H -4.0461 2.8400 2.0482 0.031 -0.093 0.040 0.361
H -5.3429 1.7475 1.4660 0.000 -0.079 0.136 0.409
H -3.6998 1.6331 0.7854 0.029 -0.072 0.070 0.243
H -6.2385 0.6315 3.9011 0.016 0.036 -0.020 0.390
H -5.4730 -0.9250 4.3317 0.094 0.134 -0.057 0.371
H -6.0130 -0.6426 2.6695 0.074 0.109 0.049 0.374
H -3.4103 2.4925 4.6378 -0.090 0.009 0.046 0.388
H -2.1581 1.2579 4.8408 -0.167 -0.033 -0.101 0.354
H -3.7696 0.9933 5.5574 -0.043 -0.014 -0.166 0.400
```
Positions in Å, forces in eV/Å.

**Maximum force**: 2.06 eV Å⁻¹
**Molecular weight**: 747.61 g mol⁻¹
**Net charge**: -1
**LUMO (alpha / beta)**: 1.97 / 2.01 eV
**Kohn-Sham gap (alpha / beta)**: 6.28 / 6.40 eV
**Spin multiplicity**: 1
**E_HOMO (alpha / beta)**: -4.3 / -4.4 eV
**Relative energy (zero: lowest compared OMol25 entry of this formula, charge and spin)**: 2.107 eV



What is the maximum force in the fifth record?
2.06 eV Å⁻¹



The lowest relative energy (zero: lowest compared OMol25 entry of this formula, charge and spin) belongs to which entry?
C50H47BBrCaClF4NO6P2S2